Record 1
The following is a quantum chemistry calculation of FN2O3S as an isolated structure in a non-equilibrium geometry, from the Open Molecules 2025 dataset.

```
7
Properties=species:S:1:pos:R:3:nbo_charge:R:1
N -0.118 1.705 1.014 0.20
N 0.190 -2.731 -1.219 0.23
O -1.228 1.816 1.378 -0.26
O 0.378 -2.366 -0.044 -0.57
O -0.347 -2.088 -2.103 -0.53
F 0.396 3.176 0.475 -0.45
S 0.730 0.489 0.498 0.38
```

Output
**Energy relative to the best compared isomer or geometry (same formula, charge and spin)**: 34.90 kcal/mol
**Net charge**: -1

Record 2
The following is a quantum chemistry calculation of a 2-piece molecular cluster, C3H10N2 overall in a non-equilibrium geometry, from the Open Molecules 2025 dataset.

```
15
Properties=species:S:1:pos:R:3:nbo_charge:R:1
C -2.402 -0.794 -2.372 -0.02
N -3.063 -0.490 -1.338 -0.64
H -1.629 -0.159 -2.836 0.15
H -2.544 -1.679 -3.020 0.15
H -4.045 -0.746 -1.478 0.37
C 1.386 -0.211 0.018 -0.50
N 1.566 -0.171 1.458 -0.07
C 1.438 1.143 2.030 -0.52
H 1.447 0.801 -0.377 0.24
H 0.393 -0.543 -0.327 0.29
H 2.104 -0.880 -0.483 0.29
H 0.950 -0.854 1.908 0.42
H 2.372 1.725 1.965 0.28
H 0.590 1.778 1.740 0.30
H 1.439 1.082 3.113 0.26
```

Output
**Multiplicity**: 2
**Energy relative to the best compared isomer or geometry (same formula, charge and spin)**: 56.70 kcal/mol
**Net charge**: +1

Record 3
The following is a quantum chemistry calculation of C18H31FGeO3Se2TaTe2 as an isolated structure, from the Open Molecules 2025 dataset.

```
59
Properties=species:S:1:pos:R:3:nbo_charge:R:1
Ta 0.093 -0.169 0.074 1.75
C 1.694 3.703 -1.455 -0.63
C 0.320 3.186 -1.065 0.30
C -0.422 4.273 -0.291 -0.67
C -0.491 2.788 -2.286 -0.65
O 0.525 1.994 -0.175 -1.00
Ge 0.074 2.253 1.678 1.48
O 1.022 0.491 1.822 -0.99
C 1.312 -0.006 3.220 0.31
C 1.206 1.180 4.169 -0.66
C 0.305 -1.070 3.600 -0.65
C 2.735 -0.537 3.239 -0.64
O -1.398 0.791 0.967 -0.92
C -2.857 1.006 1.233 0.30
C -3.509 -0.281 1.701 -0.64
C -3.493 1.487 -0.058 -0.64
C -2.948 2.056 2.327 -0.64
H 1.591 4.670 -1.950 0.25
H 2.194 3.035 -2.153 0.20
H 2.327 3.838 -0.576 0.22
H -0.626 5.113 -0.954 0.27
H 0.173 4.676 0.532 0.23
H -1.386 3.918 0.079 0.22
H -0.761 3.696 -2.827 0.25
H -1.415 2.278 -2.009 0.22
H 0.071 2.157 -2.967 0.22
H 0.183 1.553 4.265 0.22
H 1.874 1.991 3.868 0.23
H 1.506 0.864 5.167 0.27
H -0.719 -0.702 3.492 0.22
H 0.454 -1.345 4.645 0.26
H 0.444 -1.973 3.011 0.22
H 3.417 0.177 2.776 0.23
H 2.812 -1.505 2.752 0.21
H 3.043 -0.666 4.277 0.25
H -3.625 -1.002 0.897 0.23
H -4.507 -0.026 2.061 0.25
H -2.965 -0.737 2.531 0.22
H -3.403 0.725 -0.833 0.23
H -3.041 2.414 -0.405 0.21
H -4.555 1.677 0.105 0.25
H -2.443 1.722 3.237 0.22
H -3.994 2.225 2.580 0.26
H -2.550 3.023 2.010 0.21
Se 0.576 -0.533 -2.396 -0.13
Te 2.859 0.278 -1.898 0.41
Te 3.648 -1.590 -0.174 0.57
Se 1.388 -2.434 0.279 -0.18
F -4.413 -4.469 -0.650 -0.28
C -3.456 -3.561 -0.531 0.43
C -2.628 -3.594 0.578 -0.22
C -1.638 -2.636 0.690 -0.21
C -1.438 -1.642 -0.287 -0.54
C -2.301 -1.665 -1.393 -0.19
C -3.310 -2.601 -1.519 -0.27
H -2.770 -4.354 1.335 0.25
H -1.036 -2.663 1.587 0.22
H -2.208 -0.926 -2.183 0.22
H -3.975 -2.604 -2.373 0.26
```

Output
**Multiplicity**: 2
**Electronic energy**: -231363.91756 eV
**Net charge**: +2

Record 4
The following is a quantum chemistry calculation of C28H44BrN3P2Sn as an isolated structure in a non-equilibrium geometry, from the Open Molecules 2025 dataset.

```
79
Properties=species:S:1:pos:R:3:mulliken_charge:R:1
N -6.946 5.457 -5.127 -0.56
C -6.730 6.045 -3.953 -0.34
C -5.903 5.479 -2.967 -0.46
C -5.281 4.243 -3.208 0.73
C -5.569 3.610 -4.452 -0.46
C -6.376 4.279 -5.386 -0.34
C -4.340 3.662 -2.257 -0.09
Sn 0.682 -0.007 1.320 0.88
P 5.828 -0.894 0.545 -0.13
C -3.539 2.610 -2.578 -0.74
C -2.601 2.049 -1.666 0.87
C -1.400 1.497 -2.163 -0.83
C -0.382 1.189 -1.268 -0.48
C -0.619 1.329 0.109 0.05
C -1.793 1.883 0.599 0.01
C -2.825 2.196 -0.280 -0.99
Br 2.156 -0.776 3.473 -0.38
H -4.239 4.165 -1.287 0.36
H -3.501 2.229 -3.602 0.21
H -5.744 6.032 -2.044 0.35
H -5.168 2.639 -4.727 0.32
H -7.230 7.007 -3.782 0.36
H -6.564 3.841 -6.368 0.36
H -1.270 1.387 -3.246 0.42
H -3.777 2.594 0.072 0.49
H 0.565 0.816 -1.637 0.67
H -1.957 2.063 1.655 0.35
P -0.334 -2.238 0.603 0.68
C 5.424 0.880 0.734 -0.12
C 6.618 1.754 0.293 -1.24
H 5.183 1.065 1.792 0.39
H 4.536 1.083 0.117 0.05
H 6.503 2.777 0.671 0.37
H 7.569 1.363 0.674 0.37
H 6.696 1.805 -0.800 0.31
C 5.206 -1.374 -1.105 0.41
C 6.048 -2.497 -1.733 -1.24
H 5.278 -0.468 -1.726 0.44
H 4.150 -1.667 -1.007 -0.58
H 5.811 -2.584 -2.801 0.39
H 7.124 -2.293 -1.649 0.36
H 5.853 -3.468 -1.265 0.31
C 4.905 -1.879 1.762 0.63
C 5.720 -2.125 3.044 -1.29
H 4.622 -2.842 1.304 0.37
H 3.994 -1.303 2.003 -0.71
H 5.186 -2.823 3.699 0.37
H 6.706 -2.554 2.828 0.41
H 5.869 -1.189 3.595 0.33
C -0.242 -3.573 1.845 -0.64
C -1.409 -4.560 1.891 -1.26
H -0.097 -3.090 2.823 0.38
H 0.696 -4.107 1.633 0.63
H -2.315 -4.114 2.313 0.26
H -1.652 -4.972 0.905 0.33
H -1.132 -5.400 2.536 0.42
C 0.835 -2.659 -0.739 0.36
C 0.304 -2.567 -2.170 -1.41
H 1.178 -3.681 -0.517 0.59
H 1.706 -1.993 -0.614 -0.62
H -0.452 -3.337 -2.358 0.39
H -0.129 -1.591 -2.410 0.27
H 1.129 -2.734 -2.871 0.43
C -2.002 -2.066 -0.108 -0.64
C -3.081 -1.580 0.853 -1.16
H -2.260 -3.050 -0.520 0.68
H -1.925 -1.376 -0.957 0.36
H -3.869 -1.056 0.298 0.36
H -3.549 -2.412 1.392 0.34
H -2.703 -0.866 1.596 0.18
N -1.613 1.321 4.801 -0.04
C -1.992 -0.015 4.929 -0.66
C -1.495 -0.660 3.835 -0.48
N -0.854 0.276 3.024 0.44
C -0.918 1.452 3.647 -0.63
H -1.774 2.087 5.455 0.26
H -2.543 -0.403 5.768 0.41
H -1.512 -1.718 3.588 0.30
H -0.474 2.396 3.326 0.53
```

Output
**Energy relative to the best compared isomer or geometry (same formula, charge and spin)**: 0.00 kcal/mol
**Net charge**: +2

Record 5
The following is a quantum chemistry calculation of C25H21AlN5O2S2Si as an isolated structure, from the Open Molecules 2025 dataset.

```
57
Properties=species:S:1:pos:R:3:nbo_charge:R:1
Al -0.006 1.099 1.186 1.36
N -0.961 -1.231 4.264 -0.46
C -2.291 -1.032 3.963 -0.04
C -2.324 -0.110 2.966 -0.04
N -1.034 0.251 2.658 -0.60
C -0.238 -0.448 3.458 0.35
C 1.185 -0.227 3.291 0.34
N 1.527 0.621 2.332 -0.61
C 2.900 0.653 2.287 -0.02
C 3.376 -0.178 3.251 -0.05
N 2.276 -0.725 3.880 -0.47
H -0.609 -1.897 4.932 0.44
H -3.077 -1.552 4.479 0.25
H -3.172 0.309 2.456 0.25
H 3.423 1.254 1.564 0.28
H 4.380 -0.421 3.548 0.25
H 2.306 -1.406 4.621 0.44
O 3.460 1.388 -0.963 -0.92
S 2.924 2.708 -1.117 2.29
O 3.794 3.828 -1.253 -0.88
N 1.889 2.946 0.199 -0.70
C 0.684 3.136 -0.205 0.13
S -0.627 3.224 0.979 -0.23
C 0.450 3.066 -1.668 -0.08
C -0.742 3.146 -2.364 -0.18
C -0.711 2.922 -3.735 -0.18
C 0.483 2.624 -4.384 -0.17
C 1.684 2.543 -3.684 -0.17
C 1.632 2.764 -2.326 -0.32
H -1.668 3.361 -1.847 0.24
H -1.628 2.969 -4.305 0.23
H 0.478 2.445 -5.450 0.23
H 2.612 2.302 -4.184 0.24
C -0.002 -4.200 2.357 -0.22
C 1.216 -3.636 1.996 -0.23
C 1.257 -2.601 1.070 -0.23
C 0.086 -2.106 0.486 -0.46
C -1.128 -2.696 0.851 -0.16
C -1.175 -3.732 1.774 -0.24
Si 0.172 -0.549 -0.579 0.70
C -1.125 -0.416 -1.914 -0.49
C -0.816 -0.769 -3.230 -0.19
C -1.748 -0.614 -4.246 -0.20
C -3.007 -0.103 -3.963 -0.20
C -3.334 0.253 -2.662 -0.23
C -2.396 0.102 -1.652 -0.14
H -0.034 -5.026 3.056 0.22
H 2.138 -4.027 2.411 0.22
H 2.216 -2.183 0.781 0.22
H -2.050 -2.357 0.390 0.21
H -2.123 -4.192 2.022 0.22
H 1.508 -0.509 -1.213 -0.11
H 0.167 -1.161 -3.466 0.22
H -1.492 -0.892 -5.260 0.22
H -3.734 0.016 -4.755 0.22
H -4.314 0.655 -2.440 0.22
H -2.657 0.409 -0.642 0.19
```

Output
**Energy relative to the best compared isomer or geometry (same formula, charge and spin)**: 15.95 kcal/mol
**Net charge**: +1